(1)
Entry from OMol25: a molecular structure, C4H17N2O2 in a non-equilibrium geometry (the ωB97M-V functional and the def2-TZVPD basis).

The net charge is +1. For the HOMO-LUMO gap, the calculation gives 6.38 eV. As for the highest occupied orbital energy: -11.64 eV. Its multiplicity is 1. Its relative energy (zero: lowest compared OMol25 entry of this formula, charge and spin) is 658.4 kJ/mol.

CARTESIAN COORDINATES (ANGSTROEM)
N -0.82649 -1.05635 -0.93069
C 1.31393 -0.80734 0.27079
H 3.49702 1.85224 0.53835
H 1.02893 1.15207 2.08471
H 4.52026 -0.26236 -0.28451
H -1.81985 -0.78004 -0.93797
H -6.61022 0.91136 -0.12601
H 2.95369 -0.43420 1.53752
H 4.57237 0.94845 -1.30686
O -3.27511 -0.05026 0.22717
H 2.22802 1.55753 -0.64156
H 1.13560 -1.54556 1.04847
O -6.15472 0.06291 -0.07947
H -2.94507 0.72913 0.69218
N 3.91462 0.32080 -0.86110
H 1.43518 0.78736 1.49446
H -0.83003 -1.91744 -0.38757
H -4.24011 0.02267 0.17114
H -0.47460 -1.34591 -1.83527
C 2.28058 0.12521 0.89159
H -6.87465 -0.57846 -0.05142
C 0.03237 -0.10008 -0.10490
H 1.84068 -1.34080 -0.53071
C 2.99851 1.09789 -0.03696
H 0.29910 0.65117 -0.84138

These are the Löwdin partial charges, in e, on atoms 1 to 4: number 1, N, carries 0.1222; number 2, C, carries -0.2817; number 3, H, carries 0.1154; number 4, H, carries 0.3019

=====

(2)
Entry from OMol25: C8H16O in the gas phase (the ωB97M-V functional and the def2-TZVPD basis).

The net charge is 0. For the HOMO-LUMO gap, the calculation gives 10.50 eV. Its SMILES is CC1(C)C[C@@H](O)C1(C)C. As for the highest occupied orbital energy: -9.69 eV. Its multiplicity is 1. Its relative energy (zero: lowest compared OMol25 entry of this formula, charge and spin) is 26.6 kJ/mol.

CARTESIAN COORDINATES (ANGSTROEM)
O -2.63674 0.88247 0.14625
C -0.41413 -1.71571 1.00433
H 2.35322 1.16366 -1.22306
C -1.32998 0.69191 0.59659
H -1.96739 -1.46694 -1.18004
H -1.08878 -0.17472 -2.00298
H 1.01201 0.52853 -2.16507
H -2.63439 0.88202 -0.81755
C -0.22560 1.64452 0.10260
H -0.14877 -1.42239 2.01528
H 2.10155 -0.57847 -1.32796
C 0.73672 0.44272 -0.00475
H -0.46936 2.07512 -0.86810
H 2.18015 -0.58688 1.23944
H 0.32640 -2.42652 0.64262
H 0.06753 2.44390 0.77905
C 1.59609 0.38266 -1.26142
H 2.38652 1.16264 1.16980
C -0.99348 -0.99249 -1.29177
C -0.49959 -0.51489 0.07165
H -1.40611 0.68192 1.68574
H -0.30462 -1.72461 -1.70616
H 1.08874 0.47473 2.13811
H -1.38007 -2.21540 1.04235
C 1.65009 0.36221 1.21502

These are the Löwdin partial charges, in e, on atoms 1 to 4: number 1, O, carries -0.0074; number 2, C, carries -0.0349; number 3, H, carries 0.0840; number 4, C, carries -0.3232

=====

(3)
Entry from OMol25: 2 unconnected molecules or ions with the total composition C4H8N2 in a non-equilibrium geometry (the ωB97M-V functional and the def2-TZVPD basis).

The net charge is 0. For the HOMO-LUMO gap, the calculation gives 11.11 eV. As for the highest occupied orbital energy: -10.52 eV. Its multiplicity is 1. Its relative energy (zero: lowest compared OMol25 entry of this formula, charge and spin) is 220.9 kJ/mol.

CARTESIAN COORDINATES (ANGSTROEM)
H -0.93110 -1.20204 -0.68330
H -0.13048 -0.09992 -1.81963
N 0.35842 0.10215 0.22140
H -2.54224 0.54123 -1.47437
H -2.27183 0.66516 0.27389
H 0.18337 -0.61568 1.70323
C -1.79752 0.77216 -0.70752
C -0.60250 -0.16275 -0.82979
N 0.60479 -1.45825 2.21344
H 2.06009 -0.08814 -0.96113
C 1.44259 -2.26151 1.99363
H -1.48679 1.81456 -0.82378
H 2.26694 0.12121 0.88836
C 1.60448 0.06844 0.01988

These are the Löwdin partial charges, in e, on atoms 1 to 4: number 1, H, carries 0.1218; number 2, H, carries 0.1101; number 3, N, carries -0.1001; number 4, H, carries 0.0721

=====

(4)
Entry from OMol25: C6H10O in the gas phase in a non-equilibrium geometry (the ωB97M-V functional and the def2-TZVPD basis).

The net charge is 0. For the HOMO-LUMO gap, the calculation gives 7.99 eV. As for the highest occupied orbital energy: -6.97 eV. Its multiplicity is 1. Its relative energy (zero: lowest compared OMol25 entry of this formula, charge and spin) is 523.3 kJ/mol.

CARTESIAN COORDINATES (ANGSTROEM)
H -0.27922 -1.74115 -0.70506
H 2.56537 -0.65756 0.99437
H 1.08674 1.94073 -1.30241
C 2.35578 -0.22000 0.01705
H -0.08508 -1.41562 1.05907
H 2.96504 0.67951 -0.11969
C 0.45471 1.09893 -1.09747
H -3.29778 -0.19433 0.05616
C 0.89796 0.05739 -0.18018
C -1.31995 0.04466 -0.10122
C -2.48966 0.00408 0.77812
H 2.64423 -0.94377 -0.75697
H -2.50604 -0.75956 1.56630
O 0.21627 1.19138 0.41514
C -0.20207 -0.95903 0.05679
H -2.71325 0.99618 1.18590
H -0.29305 0.87817 -1.86592

These are the Löwdin partial charges, in e, on atoms 1 to 4: number 1, H, carries 0.1242; number 2, H, carries 0.0834; number 3, H, carries 0.1098; number 4, C, carries -0.0036